DFT (ωB97M-V/def2-TZVPD) results for a 13-piece molecular cluster, C43H109N3O21 overall.

Each line ends with the Löwdin charge.
Atoms and positions in Å:
O  2.46284  3.30224  -1.97355  -0.0557
H  3.28349  3.19903  -2.49435  0.0201
H  1.97496  2.47954  -2.13074  0.0186
O  0.49827  -2.17394  -4.95889  -0.0407
H  1.19673  -2.27544  -5.61734  0.0630
H  0.52138  -2.99285  -4.44679  0.0556
C  -5.32778  1.85749  0.73637  -0.0297
C  -4.82519  2.98462  1.66515  -0.4879
C  -5.92828  3.36287  2.65362  -0.1420
C  -6.25926  2.29666  3.68624  -0.1770
C  -4.98898  1.98069  4.44588  -0.1391
C  -3.69548  1.76040  3.63032  -0.4912
N  -3.60944  2.55937  2.40345  -0.0878
O  -2.63263  2.09912  1.47170  -0.0176
C  -2.47628  2.07526  4.49006  -0.0408
C  -3.66211  0.22983  3.34002  -0.0385
C  -4.52414  4.19498  0.81152  -0.0421
H  -5.46978  0.88180  1.20485  0.0791
H  -4.61918  1.70352  -0.07638  0.0543
H  -6.33253  2.13409  0.40809  0.1000
H  -5.67730  4.29494  3.16982  0.1243
H  -6.84525  3.57178  2.09365  0.1226
H  -6.62341  1.42103  3.13020  0.1075
H  -7.09705  2.45662  4.36543  0.1146
H  -5.14991  1.07383  5.03373  0.1159
H  -4.78893  2.76452  5.18417  0.1198
H  -2.37365  3.15198  4.65140  0.0911
H  -2.47793  1.53932  5.43753  0.0906
H  -1.55666  1.86028  3.93447  0.0663
H  -4.48753  -0.26703  2.83433  0.0759
H  -2.73237  -0.08823  2.85610  0.0624
H  -3.54665  -0.24582  4.32121  0.0783
H  -5.38876  4.44017  0.19313  0.0872
H  -3.69314  4.06228  0.11310  0.0615
H  -4.21488  5.05760  1.40701  0.0903
H  -1.96004  2.76665  1.65282  0.1078
C  -0.99273  -1.04088  -2.02577  -0.0086
C  -0.08511  0.01772  -1.41978  -0.4703
C  -0.12797  0.05882  0.11050  -0.1165
C  0.75991  -1.04855  0.66357  -0.1766
C  2.21772  -0.97095  0.25497  -0.1044
C  2.33471  -0.82939  -1.30042  -0.4756
N  1.29329  -0.02513  -1.91212  -0.0900
O  1.41383  0.01626  -3.31362  -0.0204
C  3.70343  -0.18822  -1.55543  -0.0292
C  2.39972  -2.27759  -1.82901  -0.0374
C  -0.60799  1.40791  -1.88033  -0.0200
H  -1.08153  -0.87529  -3.10329  0.0842
H  -1.98835  -1.11242  -1.58921  0.0869
H  -0.57003  -2.05253  -1.98797  0.0725
H  0.14961  1.00492  0.57876  0.1120
H  -1.16094  -0.11005  0.41740  0.0970
H  0.39193  -2.03259  0.35350  0.0917
H  0.66205  -1.02654  1.75457  0.1000
H  2.65871  -1.92627  0.53614  0.1078
H  2.77246  -0.14876  0.70864  0.0969
H  3.63239  0.86430  -1.26175  0.0707
H  4.55632  -0.61367  -1.02726  0.0850
H  3.93122  -0.15944  -2.62426  0.0762
H  3.18953  -2.83675  -1.32301  0.0572
H  1.51625  -2.88346  -1.59597  0.0747
H  2.60908  -2.35406  -2.89685  0.0778
H  -0.63448  1.41069  -2.97585  0.0852
H  0.03382  2.24080  -1.59154  0.0767
H  -1.63393  1.62797  -1.57395  0.0545
H  0.98215  -0.79887  -3.65472  0.0553
C  -3.89180  -5.66859  1.17914  -0.0279
C  -2.36732  -5.43633  1.05152  -0.5063
C  -2.13374  -4.04469  0.44439  -0.1363
C  -2.21784  -2.86581  1.42053  -0.1711
C  -1.36004  -3.15088  2.64812  -0.1232
C  -1.72346  -4.48188  3.34956  -0.5027
N  -1.68651  -5.55323  2.33100  -0.0833
O  -1.93736  -6.81291  2.94117  -0.0225
C  -0.60582  -4.74412  4.33477  -0.0382
C  -3.04771  -4.29785  4.10410  -0.0178
C  -1.80034  -6.44185  0.02933  -0.0205
H  -4.39946  -5.67365  0.20845  0.0857
H  -4.42830  -4.83657  1.64139  0.0712
H  -4.13007  -6.62139  1.65084  0.0808
H  -1.15885  -4.00394  -0.06088  0.1028
H  -2.76828  -3.84699  -0.42615  0.1248
H  -3.27713  -2.73968  1.67344  0.1019
H  -2.02418  -1.93566  0.88565  0.0821
H  -1.66979  -2.36736  3.35167  0.1098
H  -0.29252  -3.01389  2.49077  0.1024
H  -0.52529  -3.95281  5.08171  0.0899
H  -0.71281  -5.71390  4.83111  0.0856
H  0.39802  -4.86157  3.91468  0.0656
H  -2.95504  -3.55878  4.90085  0.0884
H  -3.75490  -3.84611  3.40723  0.0628
H  -3.45150  -5.20461  4.55491  0.0849
H  -2.47216  -6.43041  -0.82978  0.0860
H  -1.85519  -7.46901  0.39660  0.0846
H  -0.77046  -6.19566  -0.21663  0.0609
H  -2.85953  -6.75411  3.24695  0.0784
C  7.38958  -2.79699  -1.38147  -0.2648
C  6.31587  -3.19697  -2.37820  -0.2431
O  6.88740  -3.33327  -3.66143  -0.0584
O  7.61001  -1.40218  -1.45883  -0.0597
H  8.28426  -3.42515  -1.45333  0.1225
H  7.04736  -3.08244  -0.37265  0.1131
H  5.52185  -2.44653  -2.33983  0.0949
H  5.90983  -4.15832  -2.06694  0.1206
H  7.51076  -2.63752  -3.87808  0.0838
H  8.32972  -1.14420  -0.87702  0.0887
C  5.33800  3.50236  -4.30741  -0.2064
C  5.06959  4.88553  -3.74261  -0.2283
O  5.30852  4.94753  -2.33803  -0.0582
O  4.59755  2.46708  -3.61588  -0.0948
H  6.39999  3.23681  -4.22557  0.1210
H  5.08542  3.40609  -5.37016  0.1218
H  4.01983  5.13723  -3.88449  0.1187
H  5.75835  5.58621  -4.22004  0.1230
H  6.25869  4.86193  -2.20499  0.0893
H  5.18120  1.71041  -3.70354  0.0860
C  1.65691  1.61019  -5.98277  -0.2424
C  1.26456  2.82256  -5.20531  -0.2510
O  -0.01834  3.32633  -5.57866  -0.0664
O  2.07073  1.89576  -7.32087  -0.0577
H  0.73123  1.02204  -6.04349  0.1241
H  2.44119  1.06944  -5.45299  0.1062
H  1.97887  3.65020  -5.33621  0.1241
H  1.31189  2.69280  -4.11852  0.0847
H  -0.02838  4.23338  -5.24331  0.0364
H  2.71536  1.23383  -7.57447  0.0710
C  -3.95260  1.46192  -2.62715  -0.2489
C  -5.12086  2.31223  -2.18886  -0.2453
O  -4.82489  3.69690  -2.00491  -0.0721
O  -3.43205  1.75878  -3.91926  -0.0469
H  -4.32255  0.43406  -2.70075  0.1311
H  -3.13201  1.43435  -1.90011  0.0766
H  -5.56230  1.86503  -1.29896  0.0628
H  -5.87970  2.26274  -2.97711  0.1292
H  -4.78859  4.09827  -2.87790  0.0868
H  -3.01951  2.62969  -3.84447  0.0747
C  1.05271  0.38038  4.96248  -0.2305
C  1.88957  -0.66870  5.66067  -0.2427
O  1.51115  -0.86487  7.01857  -0.0569
O  1.50571  1.71512  5.28237  -0.0899
H  0.00224  0.31006  5.25387  0.1096
H  1.20896  0.36179  3.87807  0.1045
H  2.92844  -0.32225  5.62837  0.1235
H  1.84206  -1.60037  5.10101  0.1164
H  1.78196  -0.04810  7.45462  0.0874
H  0.99843  2.36197  4.78892  0.0656
C  4.08384  2.63900  1.36130  -0.2083
C  2.58026  2.73315  1.21190  -0.2636
O  2.14564  3.98679  0.69701  -0.0828
O  4.55670  3.50729  2.43215  -0.0848
H  4.64173  2.98443  0.49642  0.1216
H  4.32043  1.64047  1.74696  0.1114
H  2.08113  2.60221  2.17714  0.1109
H  2.21237  1.95416  0.52936  0.0831
H  2.35442  3.93550  -0.25792  0.0376
H  4.03084  3.28069  3.20702  0.0688
C  -0.50394  5.05485  -2.97592  -0.2225
C  -1.78115  5.63163  -2.35280  -0.2221
O  -1.50188  6.97978  -1.96932  -0.0599
O  -0.13570  5.82850  -4.11950  -0.0599
H  -0.78300  4.03800  -3.26229  0.0958
H  0.33879  5.08027  -2.28304  0.1217
H  -2.11090  5.06217  -1.48168  0.1079
H  -2.57178  5.60723  -3.10688  0.1143
H  -1.93071  7.17460  -1.13384  0.0815
H  0.43833  6.51285  -3.76408  0.0986
C  2.35450  -5.12689  0.52738  -0.2358
C  3.26977  -5.51430  1.68966  -0.2363
O  2.56272  -5.60548  2.91620  -0.0632
O  1.73061  -6.28743  -0.03205  -0.0742
H  3.02572  -4.68107  -0.21010  0.0957
H  1.56619  -4.41301  0.78371  0.1110
H  4.03202  -4.73668  1.77520  0.1155
H  3.78857  -6.42884  1.38805  0.1238
H  1.95263  -6.34991  2.88462  0.0816
H  1.19908  -6.67609  0.67334  0.0708

Values from the calculation:
- maximum force (eV/Å) = 2.29
- HOMO level (eV) = -8.4636
- E_LUMO (Eh) = 0.0021
- DFT total energy (hartree) = -3447.7424